The following is a DFT calculation (the ωB97M-V functional and the def2-TZVPD basis) of a structure of composition C40H102F4HgN8O24S4.

Each line ends with the Mulliken spin population.
Positions of all 183 atoms, in Å:
Hg  -3.538386  -0.753006  0.855719  1.09
N  -5.331118  0.310193  0.264219  -0.05
S  -5.875082  1.536148  -0.474526  0.03
O  -7.049585  2.214141  0.023605  0.02
O  -5.637381  1.531741  -1.916597  0.00
F  -4.658974  2.459401  -0.018102  0.00
S  -6.782713  -0.561274  -0.062763  -0.01
O  -7.531279  -0.464376  -1.293110  0.01
O  -7.604789  -0.763494  1.149863  0.00
F  -6.032803  -1.956075  -0.171398  0.00
N  -1.585451  0.208001  1.174748  -0.10
S  -0.962888  1.389875  0.465603  0.02
O  0.228662  1.388183  -0.376593  0.01
O  -1.062394  2.665436  1.131545  0.02
F  -2.107421  1.409199  -0.735386  -0.06
S  -0.176286  -0.115913  2.092005  -0.04
O  0.374105  0.994336  2.915211  0.03
O  0.822601  -1.132062  1.621146  0.02
F  -0.873141  -1.115871  3.172642  0.00
C  0.831457  -5.456727  1.860420  0.01
C  -0.527638  -4.978622  1.382780  -0.08
O  -0.455083  -5.299587  -0.052011  0.00
O  1.860205  -4.652826  1.322040  -0.01
H  0.861691  -6.537747  1.724096  0.00
H  0.916121  -5.390637  2.945119  0.00
H  -0.628208  -3.893738  1.350830  0.08
H  -1.362566  -5.547470  1.791918  0.00
H  0.197309  -4.686242  -0.398117  0.00
H  1.703040  -3.714055  1.197102  0.00
C  -2.162318  4.553483  3.498937  0.00
C  -0.950912  4.109632  4.289869  0.00
O  0.116841  4.415655  3.563123  0.00
O  -2.252138  6.013571  3.535979  0.00
H  -3.077203  4.225428  3.992358  0.00
H  -2.085677  4.231430  2.460432  0.00
H  -1.025791  3.049663  4.532699  0.00
H  -0.848661  4.597400  5.259265  0.00
H  -0.012051  3.978345  2.718278  0.00
H  -1.565505  6.316194  2.937189  0.00
C  3.467877  3.044016  4.511495  0.00
O  4.088207  3.729242  3.435581  0.00
C  3.774524  3.115911  2.221362  0.00
C  4.633779  3.749609  1.097825  0.00
N  4.137115  3.349598  -0.281023  0.00
C  2.731225  3.507826  -0.412671  0.00
C  2.124249  3.264515  -1.848827  0.00
O  2.544721  4.217274  -2.805597  0.00
C  1.982307  5.492370  -2.840628  0.00
H  2.492092  3.515314  4.629072  0.00
H  4.162814  3.092320  5.349839  0.00
H  3.373525  1.967967  4.365522  0.00
H  2.692431  3.154668  2.096122  0.00
H  3.947725  2.056819  2.030509  0.00
H  5.640564  3.338363  1.171024  0.00
H  4.655915  4.839196  1.118092  0.00
H  4.567722  3.862057  -1.037372  0.00
H  2.500380  4.518037  -0.074627  0.00
H  2.132945  3.030906  0.363677  0.00
H  1.036322  3.200532  -1.827962  0.00
H  2.574528  2.292751  -2.051380  0.00
H  1.806199  5.738522  -3.887759  0.00
H  2.686684  6.152708  -2.334759  0.00
H  1.039684  5.525262  -2.294296  0.00
C  3.100893  -8.018042  -0.323169  0.00
O  4.184525  -7.485039  -1.042147  0.00
C  4.202731  -6.093137  -0.791596  0.00
C  5.329057  -5.515106  -1.570777  0.00
N  5.283345  -4.053296  -1.861157  0.00
C  6.056539  -3.449346  -0.832284  0.00
C  5.411493  -3.294853  0.652832  0.00
O  4.164551  -2.820189  0.578365  0.00
C  3.878131  -1.559503  -0.036261  0.00
H  3.450911  -8.735094  0.419418  0.00
H  2.325917  -8.459449  -0.949800  0.00
H  2.435291  -7.300995  0.157369  0.00
H  4.446821  -6.257771  0.257883  0.00
H  3.250912  -5.680573  -1.126154  0.00
H  5.355874  -5.929791  -2.578451  0.00
H  6.287337  -5.812258  -1.144741  0.00
H  4.309110  -3.851910  -1.686781  0.00
H  6.227672  -2.468179  -1.275146  0.00
H  7.042760  -3.909526  -0.771514  0.00
H  6.100001  -2.858621  1.376544  0.00
H  5.177722  -4.310610  0.971725  0.00
H  4.121004  -1.475472  -1.095530  0.00
H  4.451884  -0.798633  0.492870  0.00
H  2.818441  -1.314103  0.034038  0.00
C  -4.983971  2.393170  3.052406  0.00
O  -3.843538  1.515832  2.924487  0.00
C  -3.573300  0.592639  4.013867  -0.01
C  -4.359785  -0.773326  4.009712  0.02
N  -3.930146  -1.661198  2.902067  -0.04
C  -4.705501  -2.939684  3.008792  0.06
C  -3.729810  -3.928260  3.711237  -0.08
O  -3.220385  -3.413273  4.914968  0.00
C  -2.063096  -3.990567  5.427016  0.00
H  -4.961045  2.807000  4.060537  0.00
H  -5.811897  1.718113  2.835793  0.00
H  -4.920473  3.249081  2.380480  0.00
H  -4.038081  1.121301  4.846097  0.00
H  -2.498679  0.464879  4.144114  0.00
H  -5.446572  -0.708686  4.062704  0.01
H  -4.265683  -1.299641  4.959579  0.00
H  -3.039853  -1.992968  3.244725  -0.03
H  -4.834397  -3.456807  2.057965  0.01
H  -5.584478  -2.725980  3.616920  0.00
H  -2.922524  -4.137338  3.009336  0.05
H  -4.351976  -4.776291  3.997349  0.00
H  -2.116568  -4.134428  6.506155  0.00
H  -1.200715  -3.371126  5.180652  0.00
H  -1.942455  -4.968695  4.961364  0.00
C  -7.590757  -1.131378  -7.365349  0.00
O  -6.273889  -1.518623  -6.746352  0.00
C  -6.473679  -1.416461  -5.331919  0.00
C  -5.310334  -1.898440  -4.412270  -0.01
N  -3.981039  -1.383514  -4.735831  0.00
C  -3.892958  0.099237  -4.581103  -0.03
C  -2.551980  0.807629  -4.807334  0.00
O  -1.669019  0.306546  -3.818443  0.00
C  -0.477601  1.030275  -3.740714  0.00
H  -7.248632  -0.990387  -8.390620  0.00
H  -7.810275  -0.122343  -7.016415  0.00
H  -8.402219  -1.858990  -7.351079  0.00
H  -7.351367  -1.997137  -5.048061  0.00
H  -6.663565  -0.366373  -5.109736  0.00
H  -5.488174  -2.973455  -4.440731  0.00
H  -5.606477  -1.657217  -3.391380  0.01
H  -3.939483  -1.523707  -5.735190  0.00
H  -4.100634  0.189625  -3.514901  0.03
H  -4.680666  0.585458  -5.156626  0.00
H  -2.741028  1.870165  -4.960172  0.00
H  -2.269951  0.481227  -5.808342  0.00
H  -0.010583  0.582905  -2.863304  0.00
H  -0.624070  2.103573  -3.619582  0.00
H  0.180397  0.905126  -4.600648  0.00
C  -2.644795  4.270017  -2.342318  0.00
O  -2.037140  5.182531  -3.257985  0.00
C  -2.911343  5.506542  -4.369915  0.00
C  -1.900992  6.230463  -5.344994  0.00
N  -0.764227  5.343601  -5.478901  0.00
C  0.417428  5.887433  -6.213457  0.00
C  0.291640  5.975654  -7.787566  0.00
O  0.409962  7.367868  -8.255708  0.00
C  0.328205  7.441946  -9.618015  0.00
H  -2.152461  4.194256  -1.372797  0.00
H  -2.704851  3.237165  -2.685425  0.00
H  -3.653398  4.639394  -2.156896  0.00
H  -3.745703  6.148900  -4.088269  0.00
H  -3.322776  4.565925  -4.736052  0.00
H  -1.705203  7.257946  -5.038318  0.00
H  -2.381168  6.347124  -6.316553  0.00
H  -0.697085  5.015320  -4.526105  0.00
H  1.217815  5.208979  -5.918185  0.00
H  0.669482  6.891468  -5.872182  0.00
H  -0.597784  5.471425  -8.165445  0.00
H  1.149584  5.393803  -8.124440  0.00
H  -0.526544  6.918458  -10.046345  0.00
H  1.235369  7.077511  -10.100042  0.00
H  0.196606  8.450412  -10.010164  0.00
C  7.189084  -4.565435  5.814866  0.00
O  6.290034  -4.983697  4.826150  0.00
C  5.061262  -5.594226  5.317639  0.00
C  3.861925  -4.893291  4.630641  0.00
N  3.858916  -3.478464  4.989769  0.00
C  3.050199  -2.650889  4.095030  0.00
C  3.158050  -1.202002  4.513989  0.00
O  4.413538  -0.642280  4.720984  0.00
C  5.415716  -0.970339  3.756892  0.00
H  7.907082  -3.985546  5.234943  0.00
H  7.800310  -5.354032  6.253765  0.00
H  6.984197  -3.963735  6.700348  0.00
H  5.021291  -5.699702  6.401792  0.00
H  4.994411  -6.637274  5.008305  0.00
H  2.883165  -5.355244  4.759940  0.00
H  4.177665  -4.932961  3.588124  0.00
H  4.852314  -3.342628  4.868011  0.00
H  1.985214  -2.876682  4.040913  0.00
H  3.407749  -2.753043  3.070422  0.00
H  2.594656  -1.061884  5.436511  0.00
H  2.722545  -0.706700  3.646160  0.00
H  5.068130  -0.826276  2.733894  0.00
H  5.935697  -1.922708  3.860416  0.00
H  6.164098  -0.214613  3.995457  0.00

Cartesian forces, eV/Å:
0.1 -1.3 -0.7
-4.8 -2.4 -0.4
2.3 7.3 -4.4
0.7 -1.2 0.0
-0.9 -0.4 1.9
-0.1 0.4 0.4
-2.8 -4.2 3.3
1.6 0.5 0.9
2.1 1.0 -2.1
0.1 -0.1 -0.3
4.1 -2.6 3.3
0.3 7.7 -6.9
-0.8 -2.0 1.5
-0.8 -0.8 0.3
0.7 0.1 1.4
3.7 -3.0 3.4
-1.8 -2.4 -2.2
-2.7 2.9 -0.2
-0.7 0.9 -0.3
-1.0 1.7 2.1
1.2 -0.7 -2.5
-0.9 -0.1 0.5
1.0 -1.7 -0.8
0.8 0.1 -1.1
-0.2 0.3 0.5
-0.3 0.1 1.1
0.0 0.3 0.1
0.1 0.0 -0.2
-0.6 0.1 0.4
-0.7 1.5 1.3
-2.6 -0.7 1.4
3.5 0.7 -1.8
0.0 -0.8 -0.3
-0.1 -0.2 -0.3
-0.2 -0.3 0.2
-0.1 -0.6 -0.2
-0.4 0.4 0.0
0.4 -0.2 -0.4
0.1 0.2 0.0
0.3 0.1 0.1
1.0 -1.2 -0.1
-0.1 0.7 -1.7
-1.0 -0.2 -1.7
0.6 -1.4 1.0
-2.2 1.7 -0.2
1.1 0.3 1.9
0.9 -1.5 -0.6
-0.1 -0.3 0.8
-0.1 -0.2 0.7
-0.4 0.6 0.3
-0.2 -0.1 -0.5
-0.1 0.6 -0.3
0.5 -0.6 1.2
0.1 0.3 0.2
0.0 0.2 0.6
0.4 0.2 0.3
-0.4 1.1 -0.4
0.3 -1.1 -0.6
0.0 0.0 0.2
-0.3 0.0 -1.0
0.1 0.3 0.2
-0.1 0.6 -0.3
-0.3 0.1 0.0
-0.9 -0.7 0.1
-1.0 -1.1 -1.2
0.9 -1.2 0.2
0.7 0.1 -2.1
-0.4 -2.5 1.4
0.6 2.8 1.4
1.9 -2.5 -2.5
-3.6 1.9 -0.4
0.6 0.3 0.4
-0.1 -0.1 0.0
0.5 -0.7 -0.6
0.7 0.7 0.5
-0.6 2.3 0.6
-0.1 0.4 0.7
-0.4 -0.8 0.1
0.0 0.3 0.2
-0.3 0.7 -0.2
0.4 0.6 0.8
-0.1 -0.1 0.1
0.1 0.6 -0.1
0.8 -0.3 0.4
0.3 -0.4 -0.1
0.0 0.4 -0.1
0.0 -0.4 0.4
0.7 -1.4 0.5
1.3 -0.7 -0.5
-2.7 0.7 0.0
0.3 0.8 -0.2
-1.0 -0.8 1.5
2.0 -0.3 0.9
-1.4 0.0 0.5
-0.8 1.4 0.3
0.5 -0.7 -0.5
-0.5 -0.1 0.3
-0.7 0.8 0.2
0.2 -0.5 -0.3
0.6 -0.1 0.8
-0.1 0.0 -0.2
-0.2 0.8 -1.1
1.0 0.1 0.2
0.7 0.6 -0.4
-0.8 0.6 -0.2
-0.2 -0.5 -0.5
0.1 -0.4 -0.1
0.3 -0.7 -0.5
-0.2 0.2 0.0
0.2 0.0 0.1
0.3 -0.2 0.1
3.3 0.4 -0.7
-2.2 -0.2 0.3
0.4 0.6 0.7
-1.4 0.3 -0.7
0.2 0.1 -1.0
-0.6 -0.5 1.6
-1.2 -2.7 -0.9
-0.8 1.3 -0.9
0.6 -0.4 0.7
-0.5 -0.1 -0.3
-0.6 -0.2 0.3
0.2 -0.1 0.6
-0.2 0.0 0.1
-0.3 0.2 0.1
1.4 -0.4 -0.1
0.1 0.5 0.1
0.5 -0.4 -0.4
-0.3 0.7 0.0
0.0 0.3 -0.1
0.4 0.4 1.1
0.8 -0.1 -0.3
0.4 0.5 0.0
-0.2 0.2 0.3
0.0 -0.2 -0.3
-0.7 0.2 0.2
-0.8 -0.2 0.5
2.1 0.4 0.1
-1.6 -1.1 -0.7
-0.3 0.9 -1.3
-1.3 -0.3 0.5
0.8 0.4 1.2
-0.6 -1.4 1.9
0.0 0.1 -1.8
0.5 0.5 -0.2
0.0 0.0 -0.5
-0.2 -0.2 0.2
0.1 0.2 0.3
0.1 0.0 -0.5
0.3 0.1 0.6
-0.2 0.0 -0.2
1.5 -0.3 0.0
0.2 0.1 -0.4
0.1 0.3 0.1
-0.3 0.3 0.0
0.1 0.2 -0.6
-0.2 -0.5 0.1
0.2 -0.3 -0.1
0.1 0.4 0.7
2.3 0.2 -0.4
-1.8 -0.3 1.3
-0.7 -0.5 -0.5
1.1 0.5 0.1
-0.8 -1.2 0.7
1.7 0.1 0.1
-1.0 -0.2 -0.9
1.3 -0.9 0.1
0.1 1.4 0.7
0.2 0.2 0.1
-0.2 -0.8 -0.2
-1.5 0.3 -0.3
0.1 0.9 0.2
0.5 -0.2 -0.4
0.2 -0.3 0.2
-0.5 -0.5 -0.6
0.0 1.3 0.0
0.0 -0.4 0.5
0.1 0.0 -0.4
-0.1 0.3 -0.1
-0.6 0.7 0.2
-0.1 -0.1 -0.1
-0.5 -0.4 0.2
0.2 0.0 -0.5

Its spin multiplicity is 2. As for the expectation value of S²: 0.754. The total charge is -1. The value obtained for the HOMO-LUMO gap (alpha / beta) is 6.567 / 7.170 eV. Its strongest force on any atom is 10.3 eV/Å.